<w>
21
Properties=species:S:1:pos:R:3 method="wB97M-V/def2-TZVPD" homo_energy_ev=-9.96 molar_mass_g_mol=98.19 gap_ha=0.401 multiplicity=1 lumo_energy_ev=0.961
C 4.2365 -0.6461 -0.4110
C 5.3226 -0.3316 0.0156
C 1.3939 0.7189 0.5896
C -0.0027 0.8262 -0.3545
C -1.0284 -0.2544 0.1039
C -2.3650 0.0922 -0.6425
C -3.4065 -0.6670 0.2819
H 3.3025 -0.8817 -0.8892
H 6.2717 -0.1905 0.4372
H 1.2534 1.7798 1.3726
H 1.0533 -0.4602 1.3770
H 2.4751 0.6790 -0.3122
H 0.0467 0.5941 -1.3939
H -0.4096 1.8781 -0.4116
H -0.7733 -1.3901 -0.0733
H -1.4348 -0.1710 1.1572
H -2.4175 0.0045 -1.8495
H -2.5865 1.2764 -0.4506
H -3.3504 -0.3501 1.3685
H -4.3642 -0.7088 -0.0396
H -3.2168 -1.7976 0.1244

<x>
21
Properties=species:S:1:pos:R:3 method="wB97M-V/def2-TZVPD" smiles="C=C(C)C(C)(C)C" homo_energy_ev=-9.04 molar_mass_g_mol=98.19 gap_ha=0.366 multiplicity=1 lumo_energy_ev=0.908
C 0.7337 -0.7096 2.0348
C -0.1340 -0.2629 1.0558
C -1.5230 0.0291 1.4178
C 0.1825 0.0451 -0.4932
C 1.6478 -0.2440 -0.7146
C -0.0492 1.4871 -0.7485
C -0.6353 -0.8319 -1.4759
H 1.8472 -0.7285 1.9623
H 0.5449 -0.9921 3.0514
H -1.6745 1.1434 1.2029
H -2.1665 -0.5385 0.7520
H -1.9741 -0.0809 2.4252
H 1.8087 -0.0930 -1.8211
H 2.2996 0.4011 -0.0190
H 2.0147 -1.2870 -0.7169
H -1.1387 1.7962 -0.6135
H 0.6044 2.1105 -0.2407
H 0.1826 1.8610 -1.8126
H -0.4323 -0.6056 -2.4769
H -1.7417 -0.5581 -1.3552
H -0.3970 -1.9414 -1.4141

<y>
21
Properties=species:S:1:pos:R:3 method="wB97M-V/def2-TZVPD" homo_energy_ev=-7.98 molar_mass_g_mol=98.19 gap_ha=0.315 multiplicity=1 lumo_energy_ev=0.602
C 1.5476 -0.6613 1.3419
C 0.0745 -0.5352 1.1661
C 0.1588 -1.3898 -1.8201
C 0.7995 -0.0111 -2.0422
C -0.3685 0.8189 1.0074
C -1.6640 1.0685 1.8227
C -1.7418 1.0388 0.3602
H 2.1745 0.2051 1.0687
H 1.6779 -0.8429 2.4211
H 1.9258 -1.5689 0.8563
H 0.7761 -2.1954 -2.2302
H 0.0026 -1.5946 -0.7527
H -0.8353 -1.4609 -2.2817
H 1.4519 0.2774 -1.2066
H 1.4240 0.0265 -2.9435
H 0.0313 0.7651 -2.1320
H 0.3171 1.6729 0.9401
H -2.0264 0.2087 2.3742
H -1.6996 2.0204 2.3425
H -1.8420 1.9831 -0.1676
H -2.1839 0.1748 -0.1246

<z>
21
Properties=species:S:1:pos:R:3 method="wB97M-V/def2-TZVPD" homo_energy_ev=-6.83 molar_mass_g_mol=98.19 gap_ha=0.291 multiplicity=1 lumo_energy_ev=1.102
C -0.4477 1.8292 0.5650
C -0.0969 0.5916 -0.1989
C -1.5809 -0.3835 -0.9439
C -1.4676 -0.6183 0.8581
C 1.0810 -0.1455 0.2880
C 2.3433 0.0777 -0.5260
C 1.6824 -1.2592 -0.5306
H -0.3973 1.7621 1.6705
H 0.2938 2.5777 0.2552
H -1.4326 2.2242 0.2900
H -2.4524 -1.0664 -0.8531
H -1.9861 0.5322 -1.3704
H -0.9219 -0.8735 -1.6552
H -0.8286 -0.2738 1.6705
H -2.4827 -0.2934 1.0926
H -1.4091 -1.7071 0.8438
H 1.2568 -0.2255 1.3722
H 2.2507 0.6871 -1.4189
H 3.2749 0.1960 0.0196
H 2.1624 -2.0730 0.0049
H 1.1585 -1.5586 -1.4334

Most stable structure among those shown: <x>.